Molecular formula: C4H12S2
Method: DFT, ωB97M-V with the def2-TZVPD basis set

For the HOMO energy, the calculation gives -8.94 eV. The spin multiplicity is 1. The calculation puts the orbital gap at 0.3575 Eh.

Geometry (Å):
1 S -6.700 -1.424 -0.352
2 S 2.088 -5.459 -0.224
3 C -5.162 -0.883 0.336
4 C -4.136 -0.551 -0.732
5 C 0.388 -5.893 -0.712
6 C -0.066 -4.769 -1.616
7 H -5.380 0.049 0.893
8 H 0.409 -6.821 -1.317
9 H -4.517 0.165 -1.479
10 H -1.159 -4.761 -1.770
11 H -4.907 -1.665 1.076
12 H 0.233 -3.806 -1.169
13 H 0.427 -4.871 -2.597
14 H 2.540 -5.200 -1.470
15 H -3.239 -0.120 -0.256
16 H -0.261 -6.078 0.166
17 H -3.848 -1.481 -1.250
18 H -6.613 -0.716 -1.498

Cartesian forces, eV/Å:
-1.0 -0.5 -0.8
0.3 -0.4 0.4
0.0 1.2 0.8
0.8 -0.7 0.1
0.2 -0.5 -0.8
-0.7 0.6 -0.2
0.2 -0.5 0.0
0.0 0.3 0.6
0.0 -0.3 0.4
0.4 -0.1 0.0
0.4 0.5 -0.5
-0.3 -0.3 -0.3
-0.2 0.2 0.3
-0.2 -0.1 0.2
-0.2 -0.1 -0.3
0.6 0.4 -0.3
0.0 0.4 0.0
-0.1 -0.1 0.3